This record from the OMol25 dataset describes a molecular structure, C31H53N4O3PPdS. The level of theory is ωB97M-V with the def2-TZVPD basis set.

Geometry as XYZ:
```
94
C31H53N4O3PPdS (ωB97M-V with the def2-TZVPD basis set)
Pd -0.226 -0.386 0.588
N 1.706 5.821 0.950
C 0.963 4.508 1.147
C -0.017 4.668 2.294
C -0.762 3.345 2.503
N -1.507 3.011 1.277
C 0.249 2.245 2.833
C 1.299 2.056 1.743
N 0.738 1.440 0.506
C 1.975 3.403 1.420
H 1.060 6.575 0.704
H 2.415 5.758 0.217
H 2.179 6.096 1.816
H 0.420 4.326 0.221
H -0.727 5.476 2.092
H 0.524 4.913 3.215
H -1.435 3.469 3.356
H -2.220 3.716 1.116
H -2.045 2.165 1.478
H -0.256 1.303 3.005
H 0.765 2.508 3.759
H 2.077 1.385 2.106
H 1.444 1.387 -0.221
H -0.053 2.020 0.196
H 2.659 3.283 0.572
H 2.577 3.674 2.294
O -3.250 1.380 3.203
C -2.609 0.355 3.321
N -1.830 -0.185 2.310
S -0.989 -1.441 2.872
O 0.424 -1.035 2.884
O -1.228 -2.599 2.028
C -1.658 -1.523 4.476
C -1.404 -2.401 5.511
C -2.081 -2.167 6.702
C -2.963 -1.095 6.830
C -3.200 -0.226 5.771
C -2.535 -0.459 4.582
H -0.726 -3.236 5.401
H -1.919 -2.828 7.542
H -3.470 -0.939 7.772
H -3.880 0.611 5.858
C -0.775 -5.134 -1.639
C -1.957 -4.168 -1.810
C -1.597 -2.739 -1.377
C -0.121 -2.458 -1.738
C 0.784 -3.328 -0.820
C 0.120 -4.675 -0.492
P 0.284 -0.709 -1.510
C 2.083 -0.438 -1.765
C 2.986 -0.786 -0.567
C 4.335 -0.073 -0.746
C 4.777 -0.069 -2.223
C 4.170 -1.258 -2.963
C 2.639 -1.123 -3.040
C -0.545 0.393 -2.697
C -0.572 -0.193 -4.138
C -1.955 -0.713 -4.521
C -3.022 0.394 -4.450
C -2.697 1.460 -3.391
C -1.946 0.837 -2.219
H -0.188 -5.184 -2.561
H -1.140 -6.142 -1.452
H -2.813 -4.508 -1.226
H -2.273 -4.154 -2.856
H -1.724 -2.620 -0.297
H -2.276 -2.038 -1.860
H 0.046 -2.705 -2.791
H 0.977 -2.803 0.122
H 1.747 -3.492 -1.309
H -0.480 -4.572 0.414
H 0.893 -5.414 -0.284
H 2.148 0.651 -1.915
H 3.145 -1.864 -0.541
H 2.536 -0.523 0.391
H 5.082 -0.579 -0.134
H 4.266 0.957 -0.377
H 5.864 -0.094 -2.290
H 4.456 0.853 -2.717
H 4.444 -2.184 -2.453
H 4.572 -1.326 -3.973
H 2.190 -2.109 -3.173
H 2.374 -0.527 -3.916
H 0.094 1.284 -2.698
H 0.175 -0.977 -4.265
H -0.290 0.606 -4.827
H -2.227 -1.551 -3.876
H -1.907 -1.113 -5.534
H -3.989 -0.057 -4.226
H -3.118 0.873 -5.424
H -3.616 1.928 -3.039
H -2.083 2.255 -3.826
H -2.520 -0.010 -1.838
H -1.843 1.543 -1.390
```

Molar mass = 699.3 g mol⁻¹
Charge = +2
Frontier orbital gap (alpha / beta) = 0.2584 / 0.2582 hartree
E_HOMO (alpha / beta) = -13.76 / -13.76 eV